No. 1
{"formula": "C4H8O", "method": "wB97M-V/def2-TZVPD", "smiles": "CC1(O)CC1", "total_charge": 0, "homo_lumo_gap_ev": 10.94, "de_lowest_kcal_mol": 21.1, "total_energy_ev": -6324.252, "largest_force_ev_per_a": 0.34, "symbols": ["O", "C", "C", "C", "C", "H", "H", "H", "H", "H", "H", "H", "H"], "xyz": [[-0.68945, 0.31623, -1.56649], [0.87582, 0.89303, 0.28193], [-0.17992, -0.00188, -0.29848], [1.24250, -0.45040, -0.30802], [-1.16786, -0.64106, 0.65063], [1.16613, 1.77903, -0.27564], [1.73085, -0.42909, -1.27733], [-0.68609, -0.85749, 1.61063], [-1.56283, -1.57665, 0.24262], [1.54973, -1.26186, 0.34606], [-1.14866, 1.16186, -1.49726], [0.88230, 1.00839, 1.36324], [-2.01100, 0.03307, 0.84439]]}


No. 2
{"formula": "C4H8O", "method": "wB97M-V/def2-TZVPD", "smiles": "OCC1CC1", "total_charge": 0, "homo_lumo_gap_ev": 11.33, "de_lowest_kcal_mol": 27.7, "total_energy_ev": -6323.966, "largest_force_ev_per_a": 0.34, "symbols": ["O", "C", "C", "C", "C", "H", "H", "H", "H", "H", "H", "H", "H"], "xyz": [[-0.24312, 2.16291, 0.25197], [-0.56893, -0.27023, 0.08189], [-0.37786, 0.95522, 0.97183], [0.48282, -1.34502, 0.05230], [0.25983, -0.49380, -1.16008], [1.38951, -1.13750, 0.61699], [0.53225, 2.05532, -0.31225], [-1.59967, -0.60144, -0.02557], [1.03972, 0.20969, -1.44675], [-1.25015, 1.10199, 1.61840], [-0.24335, -0.93682, -2.01625], [0.19236, -2.39059, 0.04037], [0.48280, 0.80388, 1.64525]]}


No. 3
{"formula": "C4H8O", "method": "wB97M-V/def2-TZVPD", "smiles": "C[C@@H]1O[C@@H]1C", "total_charge": 0, "homo_lumo_gap_ev": 11.22, "de_lowest_kcal_mol": 23.7, "total_energy_ev": -6324.141, "largest_force_ev_per_a": 0.38, "symbols": ["O", "C", "C", "C", "C", "H", "H", "H", "H", "H", "H", "H", "H"], "xyz": [[-1.01175, -0.47451, -1.06076], [-0.96758, -0.21522, 0.34161], [1.07550, 0.88159, -0.93109], [-0.39265, 0.72790, -0.63380], [-0.17027, -1.16357, 1.19053], [-1.00394, 1.61390, -0.83861], [-1.94910, 0.05269, 0.76003], [1.63796, -0.02737, -0.73299], [1.20790, 1.13071, -1.98509], [-0.70874, -2.11304, 1.28166], [-0.03040, -0.74906, 2.19414], [0.80766, -1.35908, 0.74848], [1.50540, 1.69506, -0.33409]]}


No. 4
{"formula": "C4H8O", "method": "wB97M-V/def2-TZVPD", "total_charge": 0, "homo_lumo_gap_ev": 8.49, "de_lowest_kcal_mol": 81.1, "total_energy_ev": -6321.650, "largest_force_ev_per_a": 0.80, "symbols": ["O", "C", "C", "C", "C", "H", "H", "H", "H", "H", "H", "H", "H"], "xyz": [[1.21856, 0.48999, 1.29810], [-1.28468, 0.91559, 0.66122], [0.70505, -1.54053, -0.57453], [0.17067, -0.14795, -0.70092], [0.61054, 0.80241, 0.26547], [0.62013, -1.90904, 0.44844], [1.79758, -1.46281, -0.74491], [0.58817, 1.81836, -0.17957], [-1.96426, 1.35935, -0.06050], [-1.68313, 0.05311, 1.18731], [0.31286, -2.25059, -1.30648], [-0.07055, 0.19662, -1.70951], [-1.02094, 1.67548, 1.41585]]}


No. 5
{"formula": "C4H8O", "method": "wB97M-V/def2-TZVPD", "total_charge": 0, "homo_lumo_gap_ev": 8.23, "de_lowest_kcal_mol": 149.1, "total_energy_ev": -6318.702, "largest_force_ev_per_a": 0.43, "symbols": ["O", "C", "C", "C", "C", "H", "H", "H", "H", "H", "H", "H", "H"], "xyz": [[-1.58369, 1.22807, -0.15710], [1.53427, -0.84817, 0.33603], [0.34551, -0.11934, 0.61775], [-0.39643, 0.54712, -0.49187], [-1.70230, 0.01015, -0.87820], [-2.03661, 0.10166, -1.91061], [1.39524, 0.45383, 1.05415], [2.08944, -0.64248, -0.57148], [-2.12688, -0.82446, -0.32015], [0.66570, 1.27366, 1.41298], [-0.27989, -0.46227, 1.43940], [0.22678, 1.02371, -1.24881], [1.88531, -1.60340, 1.02576]]}


No. 6
{"formula": "C4H8O", "method": "wB97M-V/def2-TZVPD", "smiles": "C=COCC", "total_charge": 0, "homo_lumo_gap_ev": 10.36, "de_lowest_kcal_mol": 41.3, "total_energy_ev": -6323.379, "largest_force_ev_per_a": 3.58, "symbols": ["O", "C", "C", "C", "C", "H", "H", "H", "H", "H", "H", "H", "H"], "xyz": [[0.79003, 1.09134, -0.04234], [-1.45681, 0.21868, 0.54226], [0.98069, -1.13531, -1.00029], [-0.02932, 0.67078, 1.01683], [1.24113, 0.12831, -0.93587], [-1.51863, -0.79914, -0.02925], [0.28701, -1.77587, -0.39318], [-2.23865, 0.26468, 1.35653], [1.81996, 0.58022, -1.77368], [-0.14295, 1.49587, 1.77242], [1.45737, -1.68175, -1.80834], [0.44206, -0.12527, 1.61154], [-1.63190, 1.06746, -0.31663]]}


No. 7
{"formula": "C4H8O", "method": "wB97M-V/def2-TZVPD", "total_charge": 0, "homo_lumo_gap_ev": 10.65, "de_lowest_kcal_mol": 124.9, "total_energy_ev": -6319.750, "largest_force_ev_per_a": 4.70, "symbols": ["O", "C", "C", "C", "C", "H", "H", "H", "H", "H", "H", "H", "H"], "xyz": [[1.43247, 0.80671, -0.67261], [1.89292, -0.09531, 0.34996], [-2.07779, -0.47293, 0.21469], [-0.89618, -0.48537, -0.49317], [-0.02368, 0.79572, -0.48066], [-0.54699, 1.42900, -1.26952], [-0.61659, -1.14117, -1.30307], [3.11755, 0.45178, 0.68354], [-2.24982, 0.34634, 0.95348], [2.06368, -1.50061, -0.03138], [-0.21229, 1.21052, 0.45228], [0.94062, -0.07627, 1.43131], [-2.82389, -1.26841, 0.16516]]}


No. 8
{"formula": "C4H8O", "method": "wB97M-V/def2-TZVPD", "smiles": "CC=O.C=C", "total_charge": 0, "homo_lumo_gap_ev": 11.05, "de_lowest_kcal_mol": 52.4, "total_energy_ev": -6322.895, "largest_force_ev_per_a": 3.59, "symbols": ["O", "C", "C", "C", "C", "H", "H", "H", "H", "H", "H", "H", "H"], "xyz": [[3.60583, 1.73370, -4.13415], [-3.22031, -3.60987, 3.25315], [2.93342, 2.10551, -3.21659], [-4.15820, -2.67249, 3.02446], [3.35187, 3.20094, -2.26811], [-4.23566, -2.06607, 3.93000], [4.40945, 3.04688, -2.04134], [2.81155, 3.24523, -1.32814], [3.28278, 4.09410, -2.87543], [1.92639, 1.69514, -3.05680], [-4.50115, -2.24412, 2.09561], [-3.25770, -4.21813, 4.15650], [-2.94830, -4.31083, 2.46086]]}